[1]
Entry from the Open Molecules 2025 dataset: 2 unconnected molecules or ions with the total composition C10H16 (ωB97M-V/def2-TZVPD).

Last column: Mulliken charge in e.
Geometry (Å):
H  1.49731  -0.05007  -1.46368  0.24
H  -0.64096  -0.56347  0.65815  0.22
H  1.70148  0.29618  4.06375  0.29
C  0.73771  -0.75818  -1.69570  -0.56
H  -4.22295  1.27876  -0.95082  0.29
C  -2.52550  1.12278  -2.18324  -0.17
H  2.65743  1.54904  3.82239  0.25
C  0.88005  -2.02635  -0.69452  -1.22
H  2.21050  0.58418  1.04404  0.41
H  -3.11496  1.64770  -2.99955  0.23
H  0.72948  -1.01177  -2.72468  0.44
H  0.94812  1.24055  1.92005  0.37
C  -2.34736  0.45119  0.06167  -0.76
C  1.70038  0.52028  1.91875  -0.69
C  -1.25670  0.68377  -2.49401  -0.80
H  -0.85284  0.88455  -3.43606  0.46
C  -1.05853  -0.00280  -0.17681  -0.06
C  -0.59482  -0.08291  -1.50361  0.75
H  0.15565  -2.81619  -0.91865  0.39
H  1.07347  -0.43604  1.81703  0.08
H  0.65336  -1.81644  0.28306  0.34
H  -2.93629  0.15723  0.89334  0.34
H  3.37729  0.02197  3.06194  0.30
H  1.92210  -2.40792  -0.59576  0.32
C  -3.12649  1.02751  -0.97528  -0.45
C  2.43308  0.50643  3.26817  -1.01

Cartesian forces (eV/Å) of the 2 atoms listed first:
H 0.9 0.5 0.0
H 0.2 0.3 -0.5

Calculated values
Energy above the lowest of the compared OMol25 structures with the same formula, charge and spin ... 227.9 kJ/mol
Gap between HOMO and LUMO ... 9.83 eV
E_LUMO ... 0.93 eV
HOMO level ... -8.89 eV
Total charge ... 0
SMILES ... CCc1ccccc1.CC


[2]
Entry from the Open Molecules 2025 dataset: 5 unconnected molecules or ions with the total composition C42H97BCl2IN7O4P (ωB97M-V/def2-TZVPD).

Last column: Mulliken charge in e.
Geometry (Å):
C  -8.01367  6.07574  -2.53074  -0.32
H  -1.08631  2.85328  -1.76783  0.22
N  4.21376  -2.22653  4.37620  0.33
H  2.34367  -1.48695  0.57053  0.08
H  0.59130  0.44019  -0.04863  0.29
H  1.68529  -2.55919  5.58190  0.28
H  -1.40255  -5.59089  -0.66789  0.24
H  -4.77283  1.55507  -0.24603  0.27
C  -3.89406  -7.27923  -1.28042  -1.09
N  -0.12058  0.95198  -1.96265  1.16
H  2.84680  0.56944  -0.30871  -0.73
C  -3.63109  -8.09289  1.88094  -0.69
C  3.12878  -1.27525  4.52523  -0.19
H  -5.77754  3.03384  -3.79973  0.40
C  -1.01395  -5.87293  0.31210  -1.04
H  -8.66359  5.18729  -2.56936  0.26
O  -1.61080  1.60921  -0.26618  0.22
C  1.69824  -0.72513  -1.36824  0.03
C  -3.67800  -9.47367  1.21585  -0.99
C  3.85428  2.14224  1.97110  -1.10
H  -4.90241  -6.36796  0.39513  0.45
H  6.62659  -3.10726  5.26972  0.32
H  4.55928  -2.28395  6.40935  0.45
C  -4.23702  1.71152  1.82980  -1.60
H  -7.41033  3.44060  -3.29663  0.38
H  -5.67312  5.35847  -0.20838  0.29
H  1.21211  0.53910  -3.52083  0.83
C  -0.64938  2.09178  -1.14301  -0.98
H  -4.45811  -9.53672  0.45868  0.23
H  3.67247  -3.68577  5.83203  0.29
H  3.39582  -0.59591  5.34160  0.49
H  -3.14925  2.76012  -1.14143  0.36
H  -8.15103  8.10067  -1.77961  0.34
H  8.33694  2.10969  1.38789  0.37
H  -1.15290  -7.42286  1.76734  0.47
H  3.65607  3.80715  -2.11532  0.33
C  0.33308  -0.11741  -0.93555  -1.16
H  4.14326  -2.74639  -0.25022  0.42
H  -4.88306  4.90099  -2.32381  0.33
O  -2.50224  0.97796  -2.87254  -0.63
H  5.21184  -3.35219  2.94594  0.32
H  -1.18096  -5.04688  1.00162  0.11
H  8.98311  3.20611  3.58429  0.41
H  1.50275  -2.70175  -0.42703  0.55
C  -6.71225  5.49550  -0.52353  -0.66
C  -6.36408  3.48881  -2.99751  -0.85
H  -0.70542  3.90674  -3.02253  0.39
H  5.28502  1.29239  -1.54887  0.06
H  5.41417  1.57709  3.30333  0.65
H  -3.51329  0.43823  0.22195  0.12
H  8.35652  4.34030  2.40481  0.23
H  3.50187  -4.73477  2.11742  0.40
B  -1.24033  0.43630  -2.90609  1.11
H  4.00812  -1.62002  -1.61318  0.11
H  -9.67433  7.42876  -2.36732  0.44
H  -2.69410  3.25365  0.48229  0.36
H  3.17584  -4.77300  3.84012  0.36
H  5.24894  2.94478  -0.09481  -0.94
H  -7.84744  6.38018  -3.56710  0.44
C  -8.75898  7.19668  -1.82323  -1.42
C  3.21067  -4.11691  2.97018  -0.90
N  5.03188  0.92682  -2.46740  -0.35
H  5.75676  -4.56093  4.75637  0.28
H  6.94063  5.22483  1.00825  0.32
H  -2.72669  -9.74157  0.75564  0.28
H  -5.76232  5.41567  -3.73154  0.39
H  7.34010  3.80510  3.74966  0.27
H  -8.53869  4.27531  -0.47725  0.28
H  -4.84423  0.87603  2.17409  0.43
H  -1.40106  2.61614  -4.00611  0.08
C  -7.54370  4.30355  -0.03318  -0.81
H  0.17914  2.53530  -0.58956  0.54
H  -7.04376  6.38820  0.01163  0.35
H  0.13010  0.15118  1.79987  0.18
C  2.34132  1.55894  -2.06257  -0.22
H  5.29883  4.95281  1.60017  0.26
H  5.58869  5.27177  -0.10543  0.43
C  -3.88540  1.45003  0.37578  -0.08
H  2.21174  2.40645  -1.37640  0.92
I  1.35803  1.98550  -5.82934  0.18
C  2.14873  -1.83432  -0.44654  -0.88
C  -3.87830  -6.48359  0.03249  -0.43
N  -3.06669  -6.98619  1.12612  0.17
H  0.06326  -6.01504  0.20519  0.49
O  -0.84198  -0.43506  -3.82667  -1.02
H  -4.53159  -8.15906  -1.22031  0.30
Cl  -0.99232  -2.48129  -1.63198  0.01
H  -2.20578  -0.42918  -5.38047  0.31
O  4.23018  3.41663  -2.77984  -0.47
H  -4.28890  -6.65277  -2.08332  0.40
H  5.99218  -4.23975  6.46677  0.44
H  1.52764  3.39582  -3.57227  0.91
H  4.04185  -2.24723  2.31363  0.03
P  3.83162  1.86348  -3.21326  -0.01
C  1.71610  -1.80902  4.79256  -0.93
H  -7.04461  3.35522  -0.23082  0.10
H  2.20385  -3.75214  2.77200  0.09
H  3.68887  -3.44136  -2.94790  0.39
H  -3.04475  0.54775  -2.20096  0.21
H  -2.61930  -1.53757  -4.02526  0.32
C  8.08940  3.48584  3.02477  -1.00
C  -0.63704  -1.18540  -0.52743  0.00
H  -4.64088  -7.81520  2.19403  0.36
Cl  -2.13950  -2.56116  1.23397  -0.22
H  -1.62280  0.44437  1.89658  -0.47
H  -1.30556  -1.91411  -5.13969  0.31
C  0.80596  2.61687  -3.79465  -1.10
C  5.98534  4.76020  0.77439  -1.33
C  5.79193  -3.76837  5.50475  -1.39
H  6.96909  3.10876  -0.20343  0.53
H  -3.05614  -8.17951  2.80797  0.41
N  6.28644  2.35230  1.59909  0.27
N  2.65724  0.36689  -1.27912  0.82
C  4.48786  -2.98988  5.57816  -0.41
H  -6.22824  2.86928  -2.11072  -0.01
C  4.20752  -2.96071  3.12758  -0.48
H  -1.42291  5.05998  -4.72928  0.47
H  -9.04641  6.92342  -0.80737  0.30
N  -6.71697  5.79202  -1.94294  0.16
C  -5.88835  4.92906  -2.75931  -0.75
C  -1.82916  -1.11427  -4.63056  -0.88
H  5.19534  3.31387  3.16261  0.24
H  -0.88953  -0.83115  2.80513  0.72
H  3.34035  -4.49268  -1.60088  0.33
H  -3.35563  1.74805  2.46430  0.32
C  -0.84760  -0.31304  1.85223  -0.91
H  -7.67881  4.37336  1.04830  0.37
H  7.65055  1.39727  2.81635  0.44
H  2.07333  -3.50109  -2.28479  0.30
H  3.84820  1.20768  1.40102  -0.03
C  5.22355  2.37748  2.58398  -0.85
H  -4.84468  2.59853  1.97559  0.38
C  3.49279  -2.37670  -1.03394  -0.21
H  3.55497  2.95845  1.30920  0.48
C  -1.65507  -7.14735  0.83648  -0.54
H  -1.45571  -7.96451  0.12527  0.26
C  -2.79595  2.39329  -0.17798  -0.42
C  3.12870  -3.51196  -2.01938  -1.33
H  -3.54772  -5.46458  -0.19277  0.01
C  1.03592  1.38691  -2.87193  -1.14
H  0.22984  4.86125  -5.23360  0.39
H  1.28826  -2.23638  3.88610  0.05
H  1.06693  -0.98564  5.10127  0.42
H  3.08715  -0.64209  3.63144  -0.25
H  -2.89503  -7.59912  -1.57947  0.24
C  -0.56176  3.30012  -3.91394  0.22
C  7.61542  2.29216  2.18804  -0.69
H  5.86584  1.00911  -3.03977  0.36
H  -1.09574  3.87768  -5.95730  0.44
C  -0.69315  4.32001  -5.05644  -1.77
C  -1.12886  -1.26722  0.73463  0.93
H  3.09834  2.06592  2.75477  0.56
H  1.64156  -1.12205  -2.38020  0.08
C  6.12880  3.26136  0.47753  0.48
H  -3.90044  -10.23317  1.96715  0.40

Cartesian forces (eV/Å) of the 2 atoms listed first:
C -0.2 0.0 0.0
H 0.0 -0.2 -0.2

Calculated values
Energy above the lowest of the compared OMol25 structures with the same formula, charge and spin ... 0.0 kJ/mol
Gap between HOMO and LUMO ... 7.42 eV
E_LUMO ... -2.19 eV
HOMO level ... -9.61 eV
Total charge ... +1


[3]
Entry from the Open Molecules 2025 dataset: a molecular structure, C30H40BF6N6OS2Zr (ωB97M-V/def2-TZVPD).

Last column: Mulliken charge in e.
Geometry (Å):
C  2.99095  0.49709  1.51390  -0.57
C  3.22759  -3.53792  -2.44574  -0.41
F  5.01959  4.01808  1.09846  -0.36
H  3.92502  -2.80883  -2.86736  0.32
N  0.40403  2.85886  -1.06113  0.41
H  1.68996  -3.01961  -3.86494  0.42
H  2.43759  2.56473  -1.13946  0.33
C  2.70448  5.39429  1.77313  -1.16
C  -3.20141  -4.73502  -1.02413  -0.18
H  2.31692  7.47923  2.06407  0.45
H  0.11371  0.93301  4.79431  0.20
C  0.22174  -2.34288  -0.00276  0.65
S  0.38359  -2.28772  1.75195  -0.65
H  -0.13472  7.22423  1.63438  0.46
H  -2.49813  -4.42413  -3.02379  0.45
C  0.69292  1.78784  4.43147  -0.71
C  -4.45264  0.09736  3.33320  -0.64
C  2.93579  2.89583  1.40181  -0.39
C  0.04276  5.10904  1.36413  -0.14
H  -5.28618  0.30684  -0.50825  0.32
C  1.59475  2.55462  -3.11611  -0.92
O  0.04814  2.42440  3.35554  -0.69
H  2.54555  2.40560  -3.60955  0.48
H  2.19773  -1.05923  -2.31288  0.57
H  3.40970  -4.96657  -4.06791  0.32
C  -4.45776  0.92595  -0.17631  -0.82
C  -3.81253  -6.09697  -1.34202  -1.42
C  3.55717  -4.92625  -2.98747  -1.35
H  -2.81946  -4.76119  0.00126  0.35
F  -2.14751  -1.15008  1.22847  -0.12
H  -3.97751  -3.96411  -1.06081  0.26
H  0.49443  -1.38539  -2.57964  0.45
C  5.06479  1.71518  1.28102  -0.98
C  0.53253  6.37537  1.60558  -1.10
F  5.05893  -0.61471  1.46970  -0.35
N  -3.51893  1.10491  3.23775  0.28
H  -1.62450  3.17128  -1.20455  0.32
H  -0.74213  -2.80075  -2.57814  0.25
H  -1.70155  2.99303  -3.67877  0.48
H  -2.91633  1.42738  3.97628  0.24
N  1.24110  -1.87876  -0.69466  0.37
C  1.79755  -3.12035  -2.78152  0.00
C  -3.43078  1.53831  1.96787  -0.14
C  -1.47693  -2.99440  -1.80380  -0.32
C  -0.76270  2.88769  -3.15249  -0.80
H  3.75986  5.49240  1.96123  0.58
C  -0.72028  2.98442  -1.77139  -0.29
C  4.37164  0.53447  1.42969  0.10
H  3.36056  -3.53004  -1.36003  0.26
H  6.14052  1.74110  1.18100  0.53
F  -0.75702  0.09770  2.62229  0.24
H  1.95013  -1.43785  -0.12990  -0.03
H  -4.57540  -6.36190  -0.61118  0.39
Zr  0.01750  1.93785  1.52056  -0.16
H  0.82325  2.47494  5.27201  0.28
H  -4.27495  -6.08863  -2.32984  0.36
H  1.68357  1.42519  4.13991  0.21
H  -1.48870  -3.23510  0.24505  0.08
N  -4.32836  0.82532  1.26283  0.27
C  0.41873  2.66435  -3.84137  -0.31
H  -3.52758  0.59963  -0.64272  0.23
H  -4.64298  1.96181  -0.45339  0.35
C  -2.08935  -4.37939  -2.01173  -1.03
H  0.42875  2.58634  -4.92059  0.43
F  -1.81364  -1.80054  3.37180  -0.23
C  4.32492  2.87940  1.27456  0.81
H  -1.01692  4.95620  1.20747  0.36
H  -1.29250  -5.12600  -1.94923  0.27
C  -4.96182  -0.07218  2.09773  -0.22
H  2.52112  -0.46860  1.65529  0.95
C  2.23516  1.66762  1.47772  1.84
N  -0.86535  -2.91494  -0.47782  0.29
C  2.15068  4.14699  1.48606  0.66
C  1.53613  2.64969  -1.73498  -0.14
B  -1.24177  -1.24944  2.26778  -0.13
H  -3.04566  -6.87255  -1.33207  0.34
S  -2.50786  2.83426  1.37683  -0.76
H  4.59431  -5.18540  -2.77851  0.41
F  -0.36669  0.67444  0.13184  -0.56
N  0.81941  4.02459  1.31232  0.88
H  -2.24941  -2.22181  -1.86397  0.22
H  2.91637  -5.68062  -2.52837  0.32
C  1.40763  -1.78885  -2.14067  -1.46
H  -4.67509  -0.40378  4.25709  0.43
C  1.89203  6.51130  1.83478  -0.40
H  1.11181  -3.90813  -2.45487  0.00
H  -5.71009  -0.75955  1.74665  0.47

Cartesian forces (eV/Å) of the 2 atoms listed first:
C -0.2 -0.1 0.0
C -0.1 -0.2 -0.1

Calculated values
Gap between HOMO and LUMO ... 8.72 eV
E_LUMO ... -2.23 eV
HOMO level ... -10.95 eV
Total charge ... +1


[4]
Entry from the Open Molecules 2025 dataset: 2 unconnected molecules or ions with the total composition C6H12N (ωB97M-V/def2-TZVPD).

Last column: Mulliken charge in e.
Geometry (Å):
H  0.20074  3.13741  -0.70945  0.36
H  -3.22131  -1.42279  -0.66730  0.33
H  -0.51274  -1.77953  0.53598  0.25
H  -1.50243  1.60034  -0.03974  0.36
H  1.55880  1.72054  -0.26292  0.13
H  3.93167  -0.12999  -0.83990  0.27
C  -0.22967  0.03487  -0.19990  0.06
C  3.38751  -0.72051  -0.06695  -0.47
H  0.77013  2.79935  0.80981  0.32
H  4.12917  -1.18902  0.61701  0.26
H  1.51114  -1.32550  0.93252  0.26
C  2.10286  -0.79700  0.19223  -0.07
C  -1.03325  -1.21975  -0.18330  -0.29
H  -2.83948  -0.38997  0.77176  0.38
H  -1.04189  -1.73651  -1.14862  0.37
C  -2.55046  -1.23347  0.16622  -1.11
H  -2.65612  -2.04592  1.01784  0.28
C  0.51025  2.23742  -0.16470  -0.64
N  -0.44374  1.27389  -0.02594  -0.04

Cartesian forces (eV/Å) of the 2 atoms listed first:
H 0.3 -0.9 -1.0
H 0.1 0.1 0.1

Calculated values
Energy above the lowest of the compared OMol25 structures with the same formula, charge and spin ... 604.1 kJ/mol
Gap between HOMO and LUMO (alpha / beta) ... 8.26 / 9.04 eV
E_LUMO (alpha / beta) ... -5.26 / -4.84 eV
HOMO level (alpha / beta) ... -13.52 / -13.88 eV
Total charge ... +1


no.,E (eV)
1,-10627.382
2,-106853.795
3,-82685.135
4,-7893.800